33
Properties=species:S:1:pos:R:3 method="wB97M-V/def2-TZVPD" gap_ev=10.664 smiles=C1CCC(CCC2OCCO2)CC1 e_above_lowest_kj_mol=242.5
C -0.35 -0.50 -2.52
C -0.62 -1.52 -1.39
C -1.61 -0.99 -0.34
C -1.08 0.44 0.16
C 0.34 0.32 0.76
C 0.84 1.46 1.78
C 2.31 1.53 1.98
O 2.76 2.70 2.76
C 3.50 2.12 3.90
C 3.23 0.61 3.91
O 2.86 0.35 2.54
C -1.07 1.36 -1.07
C -1.14 0.74 -2.48
H 0.76 -0.27 -2.48
H -0.71 -0.94 -3.48
H -1.10 -2.33 -1.93
H 0.32 -1.88 -1.00
H -1.55 -1.76 0.52
H -2.57 -0.96 -0.72
H -1.81 0.78 0.93
H 0.55 -0.57 1.34
H 1.01 0.29 -0.10
H 0.42 2.34 1.45
H 0.28 1.43 2.69
H 2.79 1.55 0.96
H 4.53 2.42 3.80
H 3.10 2.55 4.82
H 4.20 0.07 4.10
H 2.40 0.27 4.46
H -0.20 2.10 -0.92
H -1.88 2.08 -0.91
H -0.88 1.37 -3.36
H -2.15 0.32 -2.72

=====

33
Properties=species:S:1:pos:R:3 method="wB97M-V/def2-TZVPD" gap_ev="8.135 / 7.612" e_above_lowest_kj_mol=462.3
C -0.66 0.42 -0.61
C 0.39 0.07 0.09
C -1.42 1.57 -0.30
C -2.76 1.34 -1.16
C -2.77 -0.19 -1.58
C -1.14 -2.01 -1.27
C -1.35 -0.55 -1.60
C 0.32 -2.34 -1.36
C 2.44 -1.14 2.10
C 0.66 1.39 2.62
C 3.10 1.41 0.84
O 0.94 -2.13 -2.55
Si 1.62 0.37 1.32
H -1.63 1.58 0.72
H -1.07 2.53 -0.50
H -3.68 1.53 -0.59
H -2.64 2.19 -1.89
H -3.41 -0.75 -0.87
H -3.33 -0.19 -2.55
H -1.46 -2.29 -0.24
H -1.65 -2.72 -2.00
H -1.01 -0.37 -2.59
H 0.70 -3.00 -0.60
H 2.28 -1.31 3.14
H 2.21 -2.11 1.77
H 3.48 -1.00 1.86
H -0.43 1.45 2.40
H 0.75 1.09 3.73
H 1.19 2.40 2.62
H 4.02 1.23 1.33
H 3.20 1.37 -0.17
H 2.86 2.50 1.16
H 0.28 -2.34 -3.27

=====

38
Properties=species:S:1:pos:R:3 method="wB97M-V/def2-TZVPD" gap_ev=7.210 charge=-1
C 1.21 3.47 2.20
C 0.75 2.11 2.19
C 0.71 0.47 1.88
As 0.37 0.06 -0.08
F -1.02 -1.11 0.36
C -0.13 -0.27 -2.05
C -0.23 0.81 -3.07
C 1.75 -1.41 -0.17
C 1.36 -2.82 0.57
C 0.41 -3.82 -0.37
F 0.86 -2.68 1.96
N -0.86 1.50 -0.09
C -2.13 1.14 0.27
C -2.71 1.12 1.84
C -3.27 0.73 -0.88
P 1.94 1.55 -0.85
N 3.21 1.79 0.10
H 1.69 4.56 2.25
H -0.05 -0.01 2.63
H 1.75 -0.03 2.14
H -0.37 -1.39 -2.37
H 0.30 0.71 -4.12
H -0.82 1.82 -2.83
H 1.87 -1.67 -1.33
H 2.82 -1.12 0.19
H 2.38 -3.42 0.67
H 1.08 -4.55 -1.04
H -0.34 -3.22 -1.05
H -0.20 -4.52 0.36
H -1.86 1.25 2.64
H -3.12 0.01 1.99
H -3.63 1.83 1.98
H -2.80 0.69 -1.96
H -3.89 -0.22 -0.59
H -4.03 1.65 -0.89
H 2.40 1.20 -2.21
H 1.30 2.85 -0.99
H 3.12 1.15 0.91

=====

38
Properties=species:S:1:pos:R:3 method="wB97M-V/def2-TZVPD" gap_ev=10.591 smiles="CC(=O)OCBO.CCCC#N.CCCC#N" e_above_lowest_kj_mol=133.7
C -0.63 0.59 -0.40
C -0.73 2.09 -0.37
O 0.12 2.79 -0.90
O -1.77 2.64 0.30
C -3.06 2.39 -0.35
B -3.92 1.29 0.41
O -4.77 0.48 -0.27
H 0.34 0.28 -0.04
H -1.39 0.13 0.22
H -0.82 0.26 -1.41
H -2.89 2.18 -1.41
H -3.58 3.35 -0.31
H -3.81 1.23 1.59
H -4.49 0.39 -1.18
C 2.29 2.88 2.59
C 2.79 2.41 1.23
C 3.45 1.03 1.28
C 4.67 1.02 2.09
N 5.63 1.01 2.72
H 3.10 3.00 3.30
H 1.78 3.84 2.49
H 1.57 2.17 3.00
H 3.50 3.14 0.83
H 1.96 2.37 0.53
H 3.71 0.70 0.27
H 2.76 0.30 1.69
C 0.33 -4.19 -0.46
C -0.31 -4.37 -1.83
C -0.80 -3.05 -2.43
C -1.88 -2.45 -1.65
N -2.73 -1.99 -1.02
H -0.39 -3.81 0.27
H 0.70 -5.14 -0.09
H 1.17 -3.49 -0.51
H -1.15 -5.07 -1.76
H 0.41 -4.81 -2.52
H -1.17 -3.21 -3.45
H 0.02 -2.33 -2.50

=====

41
Properties=species:S:1:pos:R:3 method="wB97M-V/def2-TZVPD" gap_ev=4.985 charge=-1
C 7.65 1.22 -1.16
P 6.17 0.28 -0.55
O 6.54 -1.30 -1.06
B 4.80 0.84 -1.81
C 3.36 0.09 -1.51
C 2.34 0.83 -0.71
O 1.13 0.62 -0.78
O 2.80 1.78 0.15
H 7.27 2.16 -1.55
H 8.14 0.70 -1.98
H 8.35 1.39 -0.34
H 6.43 -1.88 -0.32
H 5.19 0.48 -2.93
H 4.74 2.06 -1.82
H 3.54 -0.86 -1.01
H 2.86 -0.15 -2.44
H 2.12 1.79 0.83
O 0.78 1.70 2.54
C -0.14 1.31 1.87
O -0.35 0.00 1.65
C -1.43 -0.18 0.71
C -2.25 1.09 0.81
C -1.19 2.13 1.14
H -1.00 -0.33 -0.28
H -1.98 -1.08 0.99
H -2.82 1.30 -0.09
H -2.96 1.01 1.64
H -0.72 2.54 0.24
H -1.54 2.94 1.77
O -4.01 -0.56 -1.07
C -4.75 -1.09 -0.29
O -5.23 -0.45 0.81
C -5.99 -1.35 1.62
C -6.43 -2.47 0.68
C -5.26 -2.51 -0.31
H -5.35 -1.72 2.43
H -6.83 -0.81 2.06
H -6.62 -3.41 1.19
H -7.34 -2.17 0.16
H -4.46 -3.17 0.04
H -5.55 -2.80 -1.31

=====

41
Properties=species:S:1:pos:R:3 method="wB97M-V/def2-TZVPD" gap_ev="9.664 / 7.676" charge=+2 e_above_lowest_kj_mol=25.7 multiplicity=5
Rh 0.19 1.54 -0.42
C -1.66 3.31 -0.45
C -1.82 2.60 -1.66
C -0.65 2.75 -2.42
C 0.27 3.54 -1.66
C -0.36 3.88 -0.44
H -2.38 3.39 0.34
H -2.71 2.07 -1.96
H -0.47 2.38 -3.41
H 1.25 3.88 -1.98
H 0.07 4.49 0.34
N -1.44 -2.80 1.29
C -0.46 -1.93 0.56
C -0.19 -2.42 -0.85
C 0.90 -1.59 -1.54
N 0.42 -0.23 -1.95
C 2.16 -1.49 -0.67
C 1.90 -1.02 0.76
N 1.60 0.45 0.86
C 0.81 -1.88 1.40
H -2.34 -2.87 0.80
H -1.61 -2.37 2.21
H -1.08 -3.76 1.42
H -0.96 -0.96 0.54
H -1.09 -2.42 -1.47
H 0.17 -3.45 -0.82
H 1.17 -2.11 -2.46
H -0.39 -0.33 -2.56
H 1.15 0.15 -2.55
H 2.90 -0.85 -1.16
H 2.61 -2.48 -0.62
H 2.81 -1.20 1.34
H 2.48 0.95 0.75
H 1.16 0.60 1.79
H 0.61 -1.52 2.41
H 1.21 -2.89 1.50
O -2.01 1.98 3.16
Cl -1.26 0.94 2.60
O -1.36 0.98 1.11
O -1.75 -0.36 2.98
O 0.14 1.04 2.87

=====

Computed values of E_tot (unit: eV) for the preceding records, in sequence: -15824.3581; -21651.7853; -90276.9021; -21546.8033; -36047.7168; -39913.7682.